Entry P
Density functional theory data (ωB97M-V/def2-TZVPD) for CH5N3OS in the gas phase.

```
11
Properties=species:S:1:pos:R:3
C -0.715 -0.474 0.269
N -1.065 0.634 -0.584
N 0.495 -1.247 -0.049
N 2.044 0.818 0.473
O -0.574 1.763 0.105
S 2.123 -0.534 0.051
H -0.560 -0.006 1.238
H -1.595 -1.280 0.264
H -0.901 0.739 -1.613
H 0.370 -2.261 -0.382
H 0.377 1.849 0.226
```

LUMO = -0.40 eV
Molar mass = 107.14 g/mol
HOMO energy = -9.01 eV
Kohn-Sham gap = 8.6 eV

=====

Entry Q
Density functional theory data (ωB97M-V/def2-TZVPD) for CH5N3OS in the gas phase.

```
11
Properties=species:S:1:pos:R:3
C 0.034 -0.344 -0.263
H -0.806 -2.632 -1.807
H -1.075 -0.070 -1.933
H 1.396 -1.567 -0.573
H -1.513 0.653 0.550
H 0.591 0.602 2.387
N -0.841 -0.819 -1.270
N 1.157 -0.822 0.092
N -0.540 0.757 0.357
O -0.268 -1.853 -2.007
S 0.307 1.631 1.548
```

LUMO = 0.67 eV
Structure (SMILES) = [H]/N=C(\NO)NS
Molar mass = 107.14 g/mol
HOMO energy = -9.28 eV
Kohn-Sham gap = 10.0 eV

=====

Entry R
Density functional theory data (ωB97M-V/def2-TZVPD) for 2 unconnected molecules or ions with the total composition CH5N3OS.

```
11
Properties=species:S:1:pos:R:3
C -0.013 0.106 0.407
N 0.127 -1.160 -0.012
N -0.878 0.900 -0.249
N 2.224 0.553 0.187
O 2.657 1.666 0.316
S 2.955 -0.839 -0.054
H 0.222 0.151 1.450
H 0.018 -1.572 -0.967
H 1.171 -1.636 0.190
H -1.156 0.560 -1.106
H -1.380 1.648 0.088
```

LUMO = 0.63 eV
Molar mass = 107.14 g/mol
HOMO energy = -7.46 eV
Kohn-Sham gap = 8.1 eV

=====

List of relative energies, unit hartree: entry P 0.0945; entry Q 0.0000; entry R 0.0678